(1)
ORCA calculation (ωB97M-V/def2-TZVPD) on a molecular structure, C38H32F4N4O8PSr at a distorted geometry.

CARTESIAN COORDINATES (ANGSTROEM)
Sr (-0.7682, -0.1208, -0.2921)
C (-0.5374, -4.4298, -2.6092)
C (-0.7678, -3.0895, -1.9066)
N (0.4212, -2.2711, -1.6611)
C (1.1266, -1.9725, -2.9045)
C (2.0134, -0.7361, -2.8122)
C (1.3382, -2.8427, -0.6841)
C (0.8190, -2.7354, 0.7473)
N (0.6723, -1.3452, 1.0707)
C (0.4391, -0.9713, 2.3114)
C (0.4610, 0.4238, 2.5927)
F (0.7464, 1.2563, 1.5520)
C (0.2049, 0.9523, 3.8277)
F (0.2364, 2.2904, 4.0132)
C (-0.0675, 0.1370, 4.9199)
C (-0.0785, -1.2299, 4.6995)
F (-0.3158, -2.0489, 5.7546)
C (0.1639, -1.7763, 3.4584)
F (0.1130, -3.1364, 3.3553)
H (-1.4837, -4.9602, -2.6543)
H (0.1761, -5.0465, -2.0690)
H (-0.1795, -4.2945, -3.6265)
H (-1.2717, -3.2672, -0.9572)
H (-1.4498, -2.4906, -2.5100)
H (0.3724, -1.7846, -3.6704)
H (1.7397, -2.8355, -3.2197)
H (1.4361, 0.1102, -2.4420)
H (2.3798, -0.4764, -3.8027)
H (2.8677, -0.8960, -2.1575)
H (2.2606, -2.2575, -0.7195)
H (1.5842, -3.8951, -0.9017)
H (1.5569, -3.2151, 1.4077)
H (-0.1320, -3.2745, 0.8596)
H (-0.2639, 0.5478, 5.8930)
O (-2.8765, -1.1322, 0.1313)
C (-3.0239, -0.0790, 0.7575)
O (-2.0964, 0.5280, 1.3456)
C (-4.2984, 0.7100, 0.6803)
C (-5.5757, 0.2892, 1.0069)
C (-6.6347, 1.1743, 0.8704)
C (-6.4122, 2.4642, 0.4101)
C (-5.1347, 2.8815, 0.0799)
C (-4.0641, 2.0068, 0.2229)
P (-2.3433, 2.4205, -0.2460)
C (-2.8121, 3.5348, -1.6286)
C (-2.5402, 4.8903, -1.7330)
C (-2.9266, 5.5898, -2.8639)
C (-3.5492, 4.9344, -3.9121)
C (-3.8163, 3.5765, -3.8199)
C (-3.4578, 2.8893, -2.6798)
C (-1.8437, 3.6055, 1.0357)
C (-0.6257, 4.2515, 0.8348)
C (-0.1713, 5.1733, 1.7573)
C (-0.9040, 5.4283, 2.9060)
C (-2.0874, 4.7472, 3.1335)
C (-2.5622, 3.8408, 2.2003)
H (-5.7221, -0.7177, 1.3719)
H (-7.6391, 0.8685, 1.1310)
H (-7.2404, 3.1531, 0.3127)
H (-4.9675, 3.8889, -0.2775)
H (-2.0275, 5.3991, -0.9296)
H (-2.7329, 6.6524, -2.9274)
H (-3.8209, 5.4705, -4.8090)
H (-4.2990, 3.0581, -4.6372)
H (-3.6617, 1.8307, -2.5798)
H (-0.0426, 4.0209, -0.0497)
H (0.7610, 5.6902, 1.5836)
H (-0.5395, 6.1514, 3.6225)
H (-2.6521, 4.9330, 4.0376)
H (-3.4942, 3.3202, 2.3741)
O (-0.2527, 1.9265, -3.3921)
C (-1.0219, 0.9789, -3.3123)
O (-1.2478, 0.2677, -2.3009)
C (-1.8036, 0.5445, -4.5666)
C (-1.5160, 1.0624, -5.8217)
C (-2.2481, 0.6314, -6.9285)
C (-3.2511, -0.3198, -6.7983)
C (-3.5030, -0.8494, -5.5418)
C (-2.7951, -0.4186, -4.4247)
N (-4.5245, -1.8545, -5.4020)
O (-4.5299, -2.5224, -4.3881)
O (-5.3219, -1.9782, -6.3136)
N (-1.9763, 1.1665, -8.2346)
O (-2.6400, 0.7433, -9.1662)
O (-1.1054, 2.0093, -8.3392)
H (-0.7224, 1.7862, -5.9317)
H (-3.8165, -0.6535, -7.6562)
H (-3.0050, -0.8251, -3.4445)

Results
Spin multiplicity = 1
HOMO = -0.1589 Eh
Total charge = -1
F_max = 0.0623 hartree/bohr
Kohn-Sham gap = 5.311 eV
Electronic energy = -3059.75082 a.u.

---

(2)
ORCA calculation (ωB97M-V/def2-TZVPD) on a molecular structure, C38H32F5P2Rh at a distorted geometry.

CARTESIAN COORDINATES (ANGSTROEM)
C (0.5586, -1.6094, -2.6980)
C (-0.4384, -1.9821, -1.7833)
C (-1.7828, -1.9147, -2.1932)
C (-2.1113, -1.4843, -3.4712)
C (-1.1174, -1.1442, -4.3840)
C (0.2164, -1.2130, -3.9855)
P (-0.0284, -2.1250, -0.0136)
C (-1.2893, -3.1927, 0.6726)
C (-2.4272, -2.6476, 1.2737)
C (-3.4211, -3.4837, 1.7712)
C (-3.2905, -4.8678, 1.6331)
C (-2.1582, -5.4223, 1.0259)
C (-1.1477, -4.5810, 0.5663)
Rh (0.1718, -0.0721, 0.9760)
P (0.0769, 2.1532, 0.3787)
C (-1.3086, 2.2134, -0.8290)
C (-1.1005, 2.4714, -2.1933)
C (-2.1645, 2.3412, -3.0921)
C (-3.4107, 1.9018, -2.6363)
C (-3.6019, 1.5596, -1.2984)
C (-2.5589, 1.7343, -0.3943)
C (-0.1908, 3.5951, 1.4763)
C (0.7884, 3.9057, 2.4404)
C (0.6271, 5.0038, 3.2955)
C (-0.5112, 5.8124, 3.2260)
C (-1.4897, 5.4987, 2.2816)
C (-1.3319, 4.4107, 1.4105)
C (1.6651, 2.5288, -0.4490)
C (2.7113, 1.6094, -0.2451)
C (3.9076, 1.7361, -0.9538)
C (4.0913, 2.8339, -1.7968)
C (3.0906, 3.8208, -1.9231)
C (1.8804, 3.6661, -1.2373)
C (1.5976, -2.9274, 0.0761)
C (2.0518, -3.7697, -0.9504)
C (3.3027, -4.3833, -0.8556)
C (4.1075, -4.1808, 0.2726)
C (3.6525, -3.3433, 1.2937)
C (2.4088, -2.7235, 1.2023)
H (1.6782, 3.2731, 2.5228)
H (1.3975, 5.2328, 4.0261)
H (-0.6325, 6.6658, 3.9027)
H (-2.3832, 6.1051, 2.2189)
H (-2.1051, 4.1818, 0.6765)
H (-0.1052, 2.7424, -2.5504)
H (-2.0020, 2.5126, -4.1571)
H (-4.2231, 1.7462, -3.3478)
H (-4.5430, 1.1248, -0.9579)
H (-2.6853, 1.4254, 0.6444)
H (2.5577, 0.7516, 0.4153)
H (4.6730, 0.9562, -0.8549)
H (5.0236, 2.9208, -2.3631)
H (3.2439, 4.6833, -2.5768)
H (1.1086, 4.4312, -1.3270)
H (1.4298, -3.9511, -1.8281)
H (3.6366, -5.0289, -1.6717)
H (5.0721, -4.6859, 0.3513)
H (4.2595, -3.1877, 2.1834)
H (2.0733, -2.0847, 2.0161)
H (-2.5262, -1.5652, 1.3714)
H (-4.2864, -3.0480, 2.2664)
H (-4.0776, -5.5240, 2.0040)
H (-2.0494, -6.5043, 0.9172)
H (-0.2356, -4.9907, 0.1193)
H (-2.5753, -2.1189, -1.4701)
H (-3.1557, -1.4017, -3.7658)
H (-1.3824, -0.8564, -5.3989)
H (1.0203, -0.9363, -4.6533)
H (1.6096, -1.5770, -2.3994)
H (0.4386, 0.4389, -0.5634)
H (1.0312, -0.5286, -0.3271)
F (-0.7268, 1.3002, 3.4877)
C (0.0906, 0.2426, 3.1050)
F (1.3867, 0.5263, 3.5058)
C (-0.3905, -0.9705, 3.9408)
F (-0.2035, -0.7467, 5.2753)
F (-1.7304, -1.1368, 3.7326)
F (0.2632, -2.1460, 3.6405)

Results
Spin multiplicity = 5
Energy relative to the best compared isomer or geometry (same formula, charge and spin) = 186.4 kJ/mol
HOMO (alpha / beta) = -0.4424 / -0.5253 Eh
Total charge = +2
F_max = 0.0724 hartree/bohr
Kohn-Sham gap (alpha / beta) = 6.054 / 3.784 eV
Electronic energy = -2759.04099 a.u.